P) Below is a 11-piece molecular cluster, C42H94Br12O15 overall, with properties calculated with the ωB97M-V functional and the def2-TZVPD basis.

The calculation puts the gap between HOMO and LUMO at 9.76 eV. The LUMO energy is 0.01473 Ha. Its multiplicity is 1. The HOMO energy comes out at -9.4 eV. Its SMILES is COCCOCCOC.COCCOCCOC.COCCOCCOC.COCCOCCOC.COCCOCCOC.BrCCBr.BrCCBr.BrCCBr.BrCCBr.BrCCBr.BrCCBr.

Bonds (Å) are listed after each position.
Cartesian coordinates (Å):
1 C -5.59039 0.67968 -3.60556  O2 1.412, H10 1.101, H11 1.078, H12 1.123
2 O -4.36752 0.00028 -3.79614  C1 1.412, C3 1.435
3 C -3.30347 0.89731 -4.14414  O2 1.435, C4 1.472, H13 1.128, H14 1.113
4 C -2.15774 0.26269 -4.81630  C3 1.472, O5 1.461, H15 1.097, H16 1.100
5 O -2.43077 -0.03793 -6.22004  C4 1.461, C6 1.432
6 C -3.28703 -1.14508 -6.52254  O5 1.432, C7 1.499, H17 1.067, H18 1.055
7 C -2.91171 -1.68469 -7.87006  C6 1.499, O8 1.386, H19 1.108, H20 1.088
8 O -1.72515 -2.40098 -7.85791  C7 1.386, C9 1.456
9 C -1.09578 -2.50252 -9.16655  O8 1.456, H21 1.070, H22 1.127, H23 1.090
10 H -5.41912 1.55507 -2.95985  C1 1.101
11 H -6.18774 -0.02235 -3.04587  C1 1.078
12 H -6.00254 0.95468 -4.61346  C1 1.123
13 H -2.94578 1.42561 -3.21409  C3 1.128
14 H -3.76061 1.69541 -4.77071  C3 1.113
15 H -1.84372 -0.62416 -4.25174  C4 1.097
16 H -1.29373 0.94311 -4.85318  C4 1.100
17 H -4.32184 -0.88328 -6.51528  C6 1.067
18 H -3.19258 -1.85864 -5.75163  C6 1.055
19 H -2.85164 -0.82198 -8.56198  C7 1.108
20 H -3.72823 -2.28561 -8.26509  C7 1.088
21 H -0.07607 -2.78550 -9.01009  C9 1.070
22 H -1.21035 -1.50100 -9.67031  C9 1.127
23 H -1.58978 -3.22472 -9.81656  C9 1.090
24 C -3.98640 0.99770 -0.18308  O25 1.372, H33 1.140, H34 1.098, H35 1.111
25 O -3.63727 -0.26657 0.21816  C24 1.372, C26 1.412
26 C -4.71402 -1.16447 0.04766  O25 1.412, C27 1.509, H36 1.097, H37 1.062
27 C -4.28101 -2.56795 -0.30021  C26 1.509, O28 1.434, H38 1.114, H39 1.073
28 O -3.19385 -3.06522 0.49205  C27 1.434, C29 1.383
29 C -3.51991 -3.21910 1.82754  O28 1.383, C30 1.475, H40 1.115, H41 1.073
30 C -2.58236 -4.24831 2.31434  C29 1.475, O31 1.360, H42 1.094, H43 1.120
31 O -2.81845 -5.48601 1.80317  C30 1.360, C32 1.402
32 C -1.81271 -6.44733 1.97796  O31 1.402, H44 1.115, H45 1.077, H46 1.113
33 H -5.02421 1.30728 0.17242  C24 1.140
34 H -3.96199 1.09072 -1.27650  C24 1.098
35 H -3.19757 1.69159 0.17757  C24 1.111
36 H -5.43456 -0.88613 -0.73066  C26 1.097
37 H -5.30021 -1.11127 0.93114  C26 1.062
38 H -3.84586 -2.60670 -1.32497  C27 1.114
39 H -5.20208 -3.09578 -0.14724  C27 1.073
40 H -4.59562 -3.47326 1.97750  C29 1.115
41 H -3.40637 -2.29186 2.35498  C29 1.073
42 H -2.56831 -4.21259 3.40770  C30 1.094
43 H -1.59110 -3.86486 1.96266  C30 1.120
44 H -0.76701 -6.10303 1.79934  C32 1.115
45 H -2.03851 -7.19507 1.23619  C32 1.077
46 H -1.78160 -6.88746 2.99948  C32 1.113
47 C 1.25403 -2.79184 4.72695  O48 1.426, H56 1.096, H57 1.056, H58 1.100
48 O -0.00898 -2.34473 4.23729  C47 1.426, C49 1.391
49 C -0.41069 -1.09957 4.71003  O48 1.391, C50 1.489, H59 1.125, H60 1.111
50 C -1.46251 -0.40745 3.91462  C49 1.489, O51 1.410, H61 1.097, H62 1.105
51 O -2.67625 -0.84752 4.48251  C50 1.410, C52 1.369
52 C -3.80306 -0.39705 3.84896  O51 1.369, C53 1.506, H63 1.123, H64 1.081
53 C -5.06087 -1.13006 4.23465  C52 1.506, O54 1.369, H65 1.091, H66 1.087
54 O -6.08732 -0.49193 3.59088  C53 1.369, C55 1.405
55 C -7.28528 -1.18858 3.82454  O54 1.405, H67 1.088, H68 1.079, H69 1.106
56 H 1.49012 -3.68811 4.14175  C47 1.096
57 H 1.28786 -3.01142 5.75953  C47 1.056
58 H 2.06438 -2.06298 4.57926  C47 1.100
59 H 0.51557 -0.50655 4.94786  C49 1.125
60 H -0.84945 -1.26726 5.71704  C49 1.111
61 H -1.45588 -0.68642 2.85403  C50 1.097
62 H -1.47121 0.69531 3.98361  C50 1.105
63 H -3.78016 -0.49727 2.73033  C52 1.123
64 H -3.85865 0.65913 4.07212  C52 1.081
65 H -5.17809 -1.13768 5.31925  C53 1.091
66 H -4.98476 -2.19371 4.02333  C53 1.087
67 H -7.19823 -2.21963 3.48909  C55 1.088
68 H -8.03047 -0.69339 3.22197  C55 1.079
69 H -7.62485 -1.18498 4.87668  C55 1.106
70 C 3.96844 2.09130 1.72381  O71 1.376, H79 1.071, H80 1.131, H81 1.075
71 O 3.96852 1.73267 0.39583  C70 1.376, C72 1.416
72 C 3.44872 2.76652 -0.41983  O71 1.416, C73 1.501, H82 1.082, H83 1.063
73 C 3.24762 2.24748 -1.81386  C72 1.501, O74 1.424, H84 1.083, H85 1.087
74 O 3.19960 3.44919 -2.57541  C73 1.424, C75 1.446
75 C 2.64819 3.15789 -3.87959  O74 1.446, C76 1.472, H86 1.123, H87 1.120
76 C 2.59269 4.37585 -4.70402  C75 1.472, O77 1.444, H88 1.090, H89 1.095
77 O 1.65631 5.30959 -4.12330  C76 1.444, C78 1.445
78 C 1.63369 6.50400 -4.93698  O77 1.445, H90 1.117, H91 1.084, H92 1.081
79 H 4.52974 1.37071 2.28315  C70 1.071
80 H 2.92124 2.24985 2.12175  C70 1.131
81 H 4.41601 3.05289 1.89608  C70 1.075
82 H 4.13829 3.59867 -0.37850  C72 1.082
83 H 2.60316 3.18335 0.07033  C72 1.063
84 H 2.34635 1.64904 -1.85892  C73 1.083
85 H 4.01383 1.55538 -2.15462  C73 1.087
86 H 1.62071 2.71877 -3.77161  C75 1.123
87 H 3.18261 2.36662 -4.46417  C75 1.120
88 H 2.19958 4.15313 -5.69575  C76 1.090
89 H 3.52057 4.95416 -4.75456  C76 1.095
90 H 0.73990 7.11062 -4.65277  C78 1.117
91 H 1.46900 6.26856 -5.98189  C78 1.084
92 H 2.57248 7.00486 -4.74796  C78 1.081
93 C 6.18537 0.74364 5.44129  O94 1.444, H102 1.117, H103 1.147, H104 1.085
94 O 4.91964 1.21860 5.94917  C93 1.444, C95 1.427
95 C 5.02727 2.63014 6.12873  O94 1.427, C96 1.509, H105 1.116, H106 1.067
96 C 3.62078 3.14768 6.30446  C95 1.509, O97 1.403, H107 1.100, H108 1.072
97 O 3.01810 3.61513 5.12647  C96 1.403, C98 1.399
98 C 1.63861 3.83738 5.20312  O97 1.399, C99 1.546, H109 1.092, H110 1.091
99 C 0.86039 2.51816 4.99197  C98 1.546, O100 1.384, H111 1.083, H112 1.127
100 O 0.98457 1.59940 6.01906  C99 1.384, C101 1.427
101 C 0.51195 2.15442 7.24621  O100 1.427, H113 1.104, H114 1.101, H115 1.055
102 H 6.26816 0.87971 4.33588  C93 1.117
103 H 6.37059 -0.35107 5.72750  C93 1.147
104 H 6.98611 1.29235 5.92597  C93 1.085
105 H 5.54725 3.13626 5.28114  C95 1.116
106 H 5.58363 2.94761 6.98240  C95 1.067
107 H 3.62778 3.96693 7.03907  C96 1.100
108 H 3.12544 2.34610 6.81547  C96 1.072
109 H 1.41464 4.52618 4.38640  C98 1.092
110 H 1.35489 4.29689 6.15071  C98 1.091
111 H 1.35086 2.06027 4.14134  C99 1.083
112 H -0.22080 2.73347 4.75766  C99 1.127
113 H -0.44584 2.66147 7.03763  C101 1.104
114 H 1.16358 2.88443 7.74989  C101 1.101
115 H 0.38292 1.35440 7.92215  C101 1.055
116 Br -0.35737 1.72181 1.40020  C117 1.970
117 C 0.50341 -0.02430 1.09991  Br116 1.970, C118 1.532, H120 1.099, H121 1.135
118 C -0.35396 -0.96149 0.24306  C117 1.532, Br119 1.910, H122 1.089, H123 1.062
119 Br -0.25039 -0.48154 -1.60257  C118 1.910
120 H 0.65041 -0.36946 2.13267  C117 1.099
121 H 1.49503 0.11181 0.56385  C117 1.135
122 H -1.36093 -0.93806 0.65640  C118 1.089
123 H 0.02752 -1.95063 0.29941  C118 1.062
124 Br -1.37671 3.23093 -2.53536  C125 2.010
125 C -0.67406 4.98180 -1.84321  Br124 2.010, C126 1.517, H128 1.077, H129 1.092
126 C 0.61569 4.69641 -1.09715  C125 1.517, Br127 1.975, H130 1.087, H131 1.068
127 Br 1.36533 6.41196 -0.46739  C126 1.975
128 H -1.44482 5.45782 -1.26130  C125 1.077
129 H -0.36968 5.58750 -2.69916  C125 1.092
130 H 1.34874 4.28171 -1.78506  C126 1.087
131 H 0.40268 4.08023 -0.25089  C126 1.068
132 Br -2.68679 -4.52767 -3.82108  C133 1.980
133 C -2.00634 -5.02460 -2.02977  Br132 1.980, C134 1.460, H136 1.070, H137 1.078
134 C -0.60491 -4.64928 -1.86530  C133 1.460, Br135 1.950, H138 1.069, H139 1.128
135 Br 0.56028 -5.86557 -2.84717  C134 1.950
136 H -2.17096 -6.07069 -1.87595  C133 1.070
137 H -2.66409 -4.53332 -1.33070  C133 1.078
138 H -0.28422 -4.72305 -0.84805  C134 1.069
139 H -0.36458 -3.61306 -2.24025  C134 1.128
140 Br 6.46102 0.63895 -3.34639  C141 1.912
141 C 6.54018 -0.03531 -1.55898  Br140 1.912, C142 1.504, H144 1.072, H145 1.103
142 C 7.07993 0.93497 -0.54380  C141 1.504, Br143 1.925, H146 1.073, H147 1.105
143 Br 7.10388 -0.04899 1.11060  C142 1.925
144 H 7.18454 -0.88708 -1.65320  C141 1.072
145 H 5.50894 -0.32469 -1.29427  C141 1.103
146 H 6.40992 1.76224 -0.40940  C142 1.073
147 H 8.06857 1.31363 -0.86055  C142 1.105
148 Br 1.50142 -3.32576 -6.83045  C149 1.896
149 C 0.60039 -2.68470 -5.29082  Br148 1.896, C150 1.529, H152 1.128, H153 1.098
150 C 0.80546 -1.20251 -4.97416  C149 1.529, Br151 1.935, H154 1.047, H155 1.090
151 Br 2.52329 -0.63259 -4.29096  C150 1.935
152 H 0.79206 -3.35956 -4.40708  C149 1.128
153 H -0.47066 -2.72983 -5.52860  C149 1.098
154 H 0.15883 -0.91415 -4.20343  C150 1.047
155 H 0.66139 -0.63002 -5.89051  C150 1.090
156 Br 2.71533 -2.96842 -0.79439  C157 1.965
157 C 3.02739 -2.92364 1.14528  Br156 1.965, C158 1.532, H160 1.085, H161 1.084
158 C 4.00939 -1.77575 1.39829  C157 1.532, Br159 1.942, H162 1.101, H163 1.109
159 Br 4.39766 -1.59263 3.29254  C158 1.942
160 H 3.49615 -3.87047 1.39289  C157 1.085
161 H 2.08169 -2.87118 1.67267  C157 1.084
162 H 3.64501 -0.80193 1.03721  C158 1.101
163 H 4.95480 -2.00649 0.86699  C158 1.109

---

Q) Below is a 11-piece molecular cluster, C42H94Br12O15 overall, with properties calculated with the ωB97M-V functional and the def2-TZVPD basis.

The calculation puts the gap between HOMO and LUMO at 9.44 eV. The LUMO energy is 0.00864 Ha. Its multiplicity is 1. The HOMO energy comes out at -9.2 eV. Its SMILES is COCCOCCOC.COCCOCCOC.COCCOCCOC.COCCOCCOC.COCCOCCOC.BrCCBr.BrCCBr.BrCCBr.BrCCBr.BrCCBr.BrCCBr.

Bonds (Å) are listed after each position.
Cartesian coordinates (Å):
1 C 11.25895 17.84295 21.69058  O2 1.423, H10 1.083, H11 1.091, H12 1.112
2 O 10.86754 16.67403 22.40088  C1 1.423, C3 1.451
3 C 11.85918 16.20344 23.34961  O2 1.451, C4 1.516, H13 1.113, H14 1.090
4 C 11.07871 15.47054 24.42243  C3 1.516, O5 1.363, H15 1.104, H16 1.130
5 O 10.46378 14.36349 23.91834  C4 1.363, C6 1.381
6 C 9.50718 13.76954 24.71795  O5 1.381, C7 1.515, H17 1.117, H18 1.103
7 C 10.07530 12.91543 25.83336  C6 1.515, O8 1.431, H19 1.103, H20 1.117
8 O 11.09190 12.11586 25.22053  C7 1.431, C9 1.440
9 C 11.24367 10.82910 25.84916  O8 1.440, H21 1.069, H22 1.099, H23 1.109
10 H 10.95921 18.73269 22.23053  C1 1.083
11 H 10.64829 17.75199 20.79168  C1 1.091
12 H 12.35745 17.80466 21.51933  C1 1.112
13 H 12.43084 17.05282 23.78735  C3 1.113
14 H 12.58594 15.52089 22.90949  C3 1.090
15 H 10.40274 16.14985 24.97050  C4 1.104
16 H 11.84498 15.22735 25.21715  C4 1.130
17 H 8.90184 13.12370 24.03731  C6 1.117
18 H 8.80325 14.52140 25.11317  C6 1.103
19 H 9.17266 12.42132 26.23053  C7 1.103
20 H 10.44569 13.56520 26.66350  C7 1.117
21 H 10.44154 10.17604 25.57795  C9 1.069
22 H 11.24421 10.99806 26.93482  C9 1.099
23 H 12.17292 10.41731 25.40533  C9 1.109
24 C 21.19461 18.75298 20.36829  O25 1.392, H33 1.106, H34 1.117, H35 1.061
25 O 19.99515 19.42066 20.13717  C24 1.392, C26 1.395
26 C 19.65144 19.51014 18.78795  O25 1.395, C27 1.518, H36 1.098, H37 1.095
27 C 18.20375 19.95511 18.69002  C26 1.518, O28 1.374, H38 1.088, H39 1.103
28 O 17.31854 19.06454 19.24697  C27 1.374, C29 1.395
29 C 16.77667 19.45218 20.47282  O28 1.395, C30 1.532, H40 1.129, H41 1.065
30 C 15.29775 19.05393 20.48315  C29 1.532, O31 1.391, H42 1.071, H43 1.132
31 O 14.67433 19.85167 19.52956  C30 1.391, C32 1.396
32 C 14.46961 19.35557 18.24042  O31 1.396, H44 1.085, H45 1.093, H46 1.130
33 H 21.25072 17.73052 19.94919  C24 1.106
34 H 21.41330 18.79888 21.46266  C24 1.117
35 H 22.02201 19.19901 19.87509  C24 1.061
36 H 19.67865 18.50948 18.33736  C26 1.098
37 H 20.33139 20.15550 18.22219  C26 1.095
38 H 17.90791 20.05606 17.64813  C27 1.088
39 H 18.14200 20.94306 19.17585  C27 1.103
40 H 16.75605 20.56217 20.67973  C29 1.129
41 H 17.38987 19.09073 21.26532  C29 1.065
42 H 14.90132 19.19667 21.46740  C30 1.071
43 H 15.16449 17.94859 20.27777  C30 1.132
44 H 14.13291 18.33311 18.37896  C32 1.085
45 H 15.35024 19.53212 17.61793  C32 1.093
46 H 13.66133 19.98595 17.76382  C32 1.130
47 C 14.79953 11.59016 22.06984  O48 1.361, H56 1.099, H57 1.064, H58 1.092
48 O 13.54365 11.61967 21.54566  C47 1.361, C49 1.399
49 C 12.58958 12.36989 22.24138  O48 1.399, C50 1.566, H59 1.064, H60 1.082
50 C 11.21903 12.39083 21.48322  C49 1.566, O51 1.389, H61 1.124, H62 1.107
51 O 11.13621 13.16860 20.33482  C50 1.389, C52 1.415
52 C 9.85633 13.24359 19.73711  O51 1.415, C53 1.554, H63 1.084, H64 1.086
53 C 9.85329 14.30588 18.60301  C52 1.554, O54 1.392, H65 1.092, H66 1.086
54 O 10.71929 13.93937 17.57727  C53 1.392, C55 1.396
55 C 10.40398 12.76042 16.90029  O54 1.396, H67 1.100, H68 1.066, H69 1.058
56 H 14.79882 12.04195 23.07182  C47 1.099
57 H 15.55245 12.11777 21.53511  C47 1.064
58 H 15.10213 10.54462 22.15575  C47 1.092
59 H 12.93695 13.35559 22.44149  C49 1.064
60 H 12.41118 11.92814 23.21328  C49 1.082
61 H 10.41413 12.83585 22.13011  C50 1.124
62 H 10.99063 11.31717 21.33825  C50 1.107
63 H 9.12207 13.59340 20.45410  C52 1.084
64 H 9.42160 12.32848 19.34470  C52 1.086
65 H 10.07655 15.30071 18.99392  C53 1.092
66 H 8.79463 14.41322 18.38603  C53 1.086
67 H 9.41674 12.76646 16.41430  C55 1.100
68 H 10.51696 11.92132 17.54815  C55 1.066
69 H 11.03323 12.65865 16.05628  C55 1.058
70 C 14.19565 14.79846 19.94444  O71 1.433, H79 1.086, H80 1.033, H81 1.081
71 O 14.85618 15.42252 18.83599  C70 1.433, C72 1.427
72 C 14.31658 14.84747 17.64636  O71 1.427, C73 1.462, H82 1.105, H83 1.077
73 C 14.58569 15.62249 16.43620  C72 1.462, O74 1.457, H84 1.065, H85 1.080
74 O 15.93539 15.77927 15.91081  C73 1.457, C75 1.468
75 C 16.50184 16.88714 16.69026  O74 1.468, C76 1.563, H86 1.115, H87 1.086
76 C 18.02603 17.01619 16.36760  C75 1.563, O77 1.425, H88 1.080, H89 1.133
77 O 18.17989 18.05995 15.40997  C76 1.425, C78 1.427
78 C 19.55221 18.21632 15.05222  O77 1.427, H90 1.070, H91 1.072, H92 1.079
79 H 14.15407 13.71365 19.94734  C70 1.086
80 H 13.25398 15.22151 19.99053  C70 1.033
81 H 14.64998 15.06053 20.88955  C70 1.081
82 H 13.22145 14.71154 17.71226  C72 1.105
83 H 14.69281 13.83907 17.67248  C72 1.077
84 H 14.06294 16.53928 16.57957  C73 1.065
85 H 14.03682 15.19471 15.61034  C73 1.080
86 H 16.37194 16.71486 17.78467  C75 1.115
87 H 16.04740 17.83505 16.41672  C75 1.086
88 H 18.28379 16.05011 15.95906  C76 1.080
89 H 18.62544 17.20324 17.31087  C76 1.133
90 H 20.24082 18.39735 15.85142  C78 1.070
91 H 19.54915 18.97540 14.29537  C78 1.072
92 H 20.04559 17.40377 14.54162  C78 1.079
93 C 22.75289 9.84596 12.41705  O94 1.452, H102 1.109, H103 1.101, H104 1.050
94 O 21.38543 10.12997 12.02088  C93 1.452, C95 1.407
95 C 20.75821 11.01960 12.91274  O94 1.407, C96 1.519, H105 1.115, H106 1.097
96 C 19.29323 11.25330 12.58785  C95 1.519, O97 1.399, H107 1.084, H108 1.116
97 O 19.20310 12.11002 11.48511  C96 1.399, C98 1.410
98 C 17.97044 12.02420 10.80521  O97 1.410, C99 1.520, H109 1.151, H110 1.049
99 C 16.84800 12.87030 11.38469  C98 1.520, O100 1.462, H111 1.132, H112 1.103
100 O 16.32218 12.38296 12.65906  C99 1.462, C101 1.393
101 C 15.14418 13.01998 13.04361  O100 1.393, H113 1.071, H114 1.083, H115 1.128
102 H 23.21116 10.80098 12.74408  C93 1.109
103 H 23.28969 9.44429 11.54328  C93 1.101
104 H 22.68510 9.19824 13.24066  C93 1.050
105 H 21.28217 12.00210 12.97578  C95 1.115
106 H 20.76237 10.56853 13.91227  C95 1.097
107 H 18.75432 11.59560 13.46432  C96 1.084
108 H 18.79744 10.28865 12.32404  C96 1.116
109 H 17.61456 10.94922 10.59849  C98 1.151
110 H 18.06957 12.47854 9.86464  C98 1.049
111 H 16.10236 12.92890 10.53440  C99 1.132
112 H 17.25498 13.87532 11.58565  C99 1.103
113 H 14.85286 12.73092 14.03276  C101 1.071
114 H 14.25680 12.88465 12.43765  C101 1.083
115 H 15.35482 14.12085 13.16773  C101 1.128
116 Br 17.69354 18.68890 11.79012  C117 1.958
117 C 16.50974 17.22966 12.33889  Br116 1.958, C118 1.482, H120 1.118, H121 1.130
118 C 15.53018 17.84530 13.26567  C117 1.482, Br119 2.031, H122 1.128, H123 1.094
119 Br 14.41692 19.33240 12.44518  C118 2.031
120 H 17.16114 16.51175 12.89504  C117 1.118
121 H 16.08124 16.86193 11.36054  C117 1.130
122 H 16.12305 18.41101 14.04020  C118 1.128
123 H 14.82384 17.14421 13.72110  C118 1.094
124 Br 19.79706 15.35810 19.24443  C125 1.924
125 C 18.65313 14.97666 20.74377  Br124 1.924, C126 1.550, H128 1.170, H129 1.108
126 C 17.81115 16.23001 21.09441  C125 1.550, Br127 1.996, H130 1.080, H131 1.141
127 Br 16.90639 16.09695 22.86828  C126 1.996
128 H 19.25775 14.53973 21.64452  C125 1.170
129 H 17.96120 14.23669 20.29394  C125 1.108
130 H 16.96736 16.30088 20.42436  C126 1.080
131 H 18.38409 17.19593 20.89330  C126 1.141
132 Br 19.57440 22.21934 15.26835  C133 2.078
133 C 17.87592 21.74312 14.17038  Br132 2.078, C134 1.504, H136 1.065, H137 1.094
134 C 16.77311 21.15252 15.00607  C133 1.504, Br135 1.946, H138 1.096, H139 1.138
135 Br 16.21605 22.45273 16.34189  C134 1.946
136 H 18.30151 21.01575 13.51969  C133 1.065
137 H 17.46610 22.62879 13.67502  C133 1.094
138 H 17.13174 20.32204 15.62535  C134 1.096
139 H 15.85742 20.89022 14.38297  C134 1.138
140 Br 24.68726 14.98373 15.78343  C141 1.921
141 C 24.49757 15.56678 13.96323  Br140 1.921, C142 1.544, H144 1.053, H145 1.031
142 C 23.66242 14.58260 13.11526  C141 1.544, Br143 1.936, H146 1.124, H147 1.117
143 Br 23.79415 14.93631 11.21592  C142 1.936
144 H 25.51023 15.61186 13.67848  C141 1.053
145 H 24.13058 16.51727 14.12046  C141 1.031
146 H 22.57249 14.63934 13.38209  C142 1.124
147 H 24.03100 13.52891 13.14328  C142 1.117
148 Br 11.07197 17.71644 16.88969  C149 1.985
149 C 11.70050 17.13720 15.09865  Br148 1.985, C150 1.474, H152 1.086, H153 1.028
150 C 11.48836 15.68973 14.91738  C149 1.474, Br151 1.915, H154 1.050, H155 1.120
151 Br 12.38549 15.31578 13.26779  C150 1.915
152 H 12.74758 17.42103 15.05876  C149 1.086
153 H 11.21691 17.67671 14.36939  C149 1.028
154 H 10.45948 15.48190 14.89926  C150 1.050
155 H 11.95824 15.08412 15.73355  C150 1.120
156 Br 18.53622 9.49694 15.25610  C157 1.958
157 C 16.71108 10.20225 15.19633  Br156 1.958, C158 1.516, H160 1.063, H161 1.122
158 C 16.49233 11.18344 16.33161  C157 1.516, Br159 2.021, H162 1.096, H163 1.146
159 Br 16.61249 10.20496 18.09545  C158 2.021
160 H 15.97674 9.45314 15.36876  C157 1.063
161 H 16.59135 10.75526 14.22763  C157 1.122
162 H 15.44140 11.49183 16.29043  C158 1.096
163 H 17.12779 12.13192 16.42883  C158 1.146

---

Name the least stable of them. Q).